Record 1
{
  "formula": "C31H44InN3OP2S5",
  "method": "ωB97M-V/def2-TZVPD",
  "homo_ev": -6.8130,
  "largest_force_ev_per_a": 0.4,
  "de_lowest_kj_mol": 43.65,
  "homo_lumo_gap_ev": 6.913,
  "species": ["In", "C", "C", "C", "P", "C", "C", "C", "C", "C", "C", "C", "C", "C", "N", "C", "C", "C", "C", "C", "C", "P", "C", "C", "C", "C", "C", "C", "H", "H", "H", "H", "H", "H", "H", "H", "H", "H", "H", "H", "H", "H", "H", "H", "H", "H", "H", "H", "H", "H", "H", "H", "H", "H", "H", "H", "H", "H", "H", "H", "H", "H", "H", "H", "O", "C", "S", "C", "C", "S", "S", "S", "S", "C", "N", "C", "C", "C", "N", "H", "H", "H", "H", "H", "H", "H", "H"],
  "coordinates": [[1.22249, 0.14543, 0.43037], [-2.64545, -1.81799, 3.23425], [-2.07200, -1.13496, 1.99645], [-3.15234, -0.35506, 1.24237], [-0.57971, -0.07112, 2.33941], [0.14854, -0.45831, 4.00369], [1.60448, 0.02190, 3.99385], [-0.56271, 0.09773, 5.23648], [-1.19762, 1.62477, 2.34903], [-2.15318, 2.03915, 3.28802], [-2.72562, 3.29244, 3.24893], [-2.37134, 4.14820, 2.20568], [-1.45667, 3.76312, 1.25230], [-0.81967, 2.49695, 1.29519], [0.01148, 2.06696, 0.29360], [0.64100, 2.96164, -0.57828], [1.19569, 4.18587, -0.18831], [1.88215, 4.96779, -1.09595], [2.06090, 4.53786, -2.40769], [1.55649, 3.31043, -2.79672], [0.82018, 2.52594, -1.90541], [0.30997, 0.80981, -2.16604], [0.75515, 0.31907, -3.89298], [0.33366, 1.29173, -5.02034], [2.25843, 0.00319, -3.96391], [-1.54239, 0.75620, -2.09870], [-1.97420, -0.71140, -1.99516], [-2.30084, 1.47551, -3.21128], [-3.43424, -2.51297, 2.93129], [-3.09495, -1.09361, 3.91641], [-1.88478, -2.38538, 3.77195], [-1.67672, -1.90715, 1.33499], [-3.69611, 0.31645, 1.90761], [-3.86547, -1.05498, 0.79907], [-2.73162, 0.25398, 0.44197], [0.14616, -1.54647, 4.05186], [1.66845, 1.08878, 3.77204], [2.20094, -0.51302, 3.25515], [2.05637, -0.14970, 4.97365], [-0.51498, 1.18560, 5.26346], [-0.04320, -0.28125, 6.11960], [-1.60295, -0.21532, 5.31192], [-2.46996, 1.34900, 4.05741], [-3.44803, 3.59328, 3.99603], [-2.83560, 5.12405, 2.12662], [-1.23490, 4.42469, 0.42638], [1.11496, 4.49257, 0.84693], [2.31047, 5.90870, -0.77297], [2.61402, 5.14573, -3.11180], [1.74402, 2.96296, -3.80231], [0.21651, -0.62397, -4.01747], [1.21359, 1.61939, -5.57698], [-0.17400, 2.18206, -4.65970], [-0.33296, 0.79933, -5.72946], [2.85806, 0.87868, -3.70524], [2.52554, -0.30075, -4.97903], [2.53280, -0.79576, -3.27884], [-1.76508, 1.26035, -1.15831], [-1.71885, -1.26002, -2.90672], [-3.05526, -0.78419, -1.85579], [-1.48729, -1.21193, -1.15262], [-2.18519, 0.97190, -4.17271], [-1.97227, 2.51099, -3.31523], [-3.36740, 1.48849, -2.97014], [8.07866, -0.62269, -0.21755], [6.88758, -0.49663, -0.10294], [5.70562, -1.63466, -0.76807], [4.26801, -0.79439, -0.21181], [4.44856, 0.34375, 0.47542], [3.23157, 1.43087, 1.10943], [6.11065, 0.84132, 0.75244], [2.74880, -1.54432, -0.65288], [0.76081, -3.14341, 2.09475], [0.21886, -4.03995, 0.76787], [-0.99166, -4.63608, 0.77099], [-1.60079, -5.32203, -0.36537], [-0.93577, -4.86566, -1.65146], [0.57147, -4.95317, -1.49305], [0.97259, -4.18250, -0.32543], [-1.49661, -4.56624, 1.63748], [-2.66376, -5.08269, -0.38399], [-1.50566, -6.40558, -0.25537], [-1.21315, -3.82921, -1.85984], [-1.26686, -5.48622, -2.48300], [1.07945, -4.54359, -2.36427], [0.88047, -5.99695, -1.38129], [1.85422, -3.68334, -0.31994]],
  "forces_ev_per_a": [[0.115, 0.224, -0.119], [0.031, -0.039, 0.006], [-0.009, 0.054, -0.040], [0.065, 0.000, 0.011], [0.009, 0.102, -0.043], [0.169, 0.114, -0.041], [-0.069, -0.125, 0.017], [-0.014, -0.087, -0.029], [0.013, 0.011, 0.090], [0.082, -0.008, -0.061], [-0.023, 0.006, -0.002], [0.057, -0.047, -0.013], [0.006, -0.038, 0.011], [-0.076, -0.047, -0.227], [0.292, 0.219, 0.152], [-0.208, -0.021, 0.028], [0.002, -0.024, 0.016], [-0.018, -0.015, -0.011], [0.032, 0.004, 0.030], [-0.050, -0.019, 0.002], [0.077, -0.026, -0.018], [-0.266, 0.053, 0.091], [0.291, 0.120, 0.069], [-0.012, -0.080, 0.003], [-0.073, -0.031, -0.054], [-0.010, -0.105, -0.177], [0.031, 0.085, -0.018], [-0.020, 0.014, 0.073], [0.005, 0.030, 0.013], [-0.010, -0.017, -0.026], [-0.044, -0.005, -0.021], [0.033, -0.070, 0.019], [0.011, -0.017, -0.008], [0.012, 0.002, 0.035], [-0.037, -0.016, 0.008], [-0.041, -0.041, -0.015], [0.028, 0.018, 0.023], [0.026, 0.015, -0.009], [-0.034, 0.019, -0.019], [-0.013, 0.015, 0.001], [-0.009, 0.024, -0.009], [-0.002, 0.020, 0.007], [0.009, -0.007, 0.021], [0.000, -0.018, -0.028], [0.011, -0.003, -0.001], [-0.007, 0.017, 0.040], [-0.017, 0.027, -0.024], [-0.011, -0.009, -0.004], [0.000, -0.020, 0.009], [-0.013, 0.015, 0.012], [-0.025, -0.034, -0.020], [-0.020, -0.007, 0.010], [-0.009, 0.006, -0.013], [0.012, 0.001, -0.002], [-0.004, -0.012, -0.023], [-0.018, 0.026, 0.014], [0.014, 0.011, 0.029], [0.028, 0.010, 0.059], [-0.018, 0.002, 0.017], [0.016, -0.007, -0.012], [-0.020, -0.024, -0.005], [-0.005, 0.026, 0.026], [-0.011, -0.026, -0.014], [0.019, -0.003, -0.022], [-0.168, 0.012, 0.011], [0.151, -0.006, -0.001], [-0.008, -0.009, 0.028], [0.049, -0.062, -0.013], [0.054, 0.041, 0.022], [-0.127, -0.070, -0.084], [-0.020, -0.010, -0.015], [-0.174, 0.091, 0.135], [-0.081, -0.277, 0.067], [0.074, -0.024, -0.005], [-0.093, 0.017, -0.086], [0.069, 0.027, 0.048], [0.015, 0.046, 0.016], [0.003, 0.047, 0.106], [-0.073, -0.090, -0.099], [0.011, 0.044, 0.024], [-0.031, -0.008, 0.036], [0.028, -0.021, 0.026], [-0.011, -0.018, -0.030], [-0.027, 0.008, -0.009], [0.050, 0.019, 0.008], [0.015, -0.015, -0.026], [0.010, 0.015, 0.028]]
}

---

Record 2
{
  "formula": "C31H44N4O4",
  "method": "ωB97M-V/def2-TZVPD",
  "homo_ev": -8.1092,
  "largest_force_ev_per_a": 0.7,
  "de_lowest_kj_mol": 13.13,
  "homo_lumo_gap_ev": 8.777,
  "species": ["C", "C", "H", "C", "N", "C", "H", "C", "N", "C", "O", "C", "H", "C", "C", "O", "N", "C", "C", "C", "C", "C", "C", "H", "H", "C", "H", "H", "H", "H", "H", "H", "H", "C", "C", "C", "H", "C", "C", "H", "C", "O", "N", "H", "C", "C", "C", "C", "C", "C", "H", "H", "H", "H", "H", "H", "H", "H", "H", "H", "H", "O", "H", "H", "H", "H", "H", "C", "C", "C", "H", "H", "H", "H", "H", "H", "H", "H", "H", "H", "H", "H", "H"],
  "coordinates": [[-0.95206, -4.97757, 2.32673], [-0.88420, -3.98686, 1.17072], [-0.87631, -2.96683, 1.55671], [-2.07916, -4.15939, 0.23156], [-2.19774, -3.06599, -0.72528], [-1.17136, -3.13925, -1.75849], [-0.28528, -3.61740, -1.34186], [-0.73911, -1.76171, -2.27306], [-0.09134, -0.98927, -1.24353], [1.23763, -0.97265, -1.05743], [2.07770, -1.57268, -1.69972], [1.52591, -0.03872, 0.10129], [1.89677, 0.91123, -0.29280], [2.38779, -0.57163, 1.25024], [3.73730, 0.12130, 1.34488], [4.08667, 0.78127, 2.29919], [4.45589, -0.11019, 0.21810], [5.74100, 0.33088, -0.11865], [6.23685, -0.02156, -1.37204], [7.50155, 0.37445, -1.75642], [8.30373, 1.12850, -0.90694], [7.79775, 1.47625, 0.33826], [6.53250, 1.08715, 0.73811], [6.15601, 1.36354, 1.70850], [8.40418, 2.06217, 1.01391], [9.66951, 1.56885, -1.33939], [10.15902, 0.79232, -1.92348], [10.29061, 1.80840, -0.47976], [9.59526, 2.46024, -1.96342], [7.87416, 0.09282, -2.73088], [5.62309, -0.60878, -2.04064], [4.00211, -0.66525, -0.50191], [2.54928, -1.64794, 1.12894], [1.39155, -0.37825, 2.43607], [1.09421, 1.09901, 2.58057], [0.27171, 1.40424, 1.58246], [-0.12978, 2.35182, 1.28529], [0.14291, 0.11520, 0.79860], [-0.87484, -0.24691, -0.27344], [-1.64329, -0.91543, 0.13173], [-1.53345, 0.98834, -0.90502], [-1.29225, 1.36148, -2.03134], [-2.41140, 1.58860, -0.07876], [-2.52954, 1.23162, 0.85711], [-3.14043, 2.79453, -0.42432], [-4.64502, 2.56908, -0.26963], [-5.41434, 3.83584, -0.63271], [-4.96343, 5.00408, 0.23795], [-3.46382, 5.23266, 0.07979], [-2.68723, 3.97055, 0.44369], [-1.61822, 4.13934, 0.29905], [-2.85586, 3.72627, 1.49615], [-3.14160, 6.05804, 0.71720], [-3.24548, 5.50301, -0.95528], [-5.50786, 5.90751, -0.04180], [-5.19044, 4.78703, 1.28428], [-6.48465, 3.66441, -0.50436], [-5.23655, 4.07682, -1.68269], [-4.95931, 1.74470, -0.91235], [-4.86106, 2.29336, 0.76596], [-2.90083, 2.99877, -1.47287], [0.19927, -0.86024, 1.83564], [1.52844, 1.72615, 3.33139], [1.64001, -0.92459, 3.34036], [-0.01110, -1.90044, -3.07588], [-1.58313, -1.18528, -2.65501], [-1.50791, -3.74615, -2.61578], [-3.51850, -2.98579, -1.33644], [-4.65723, -2.64428, -0.37271], [-4.38007, -1.39397, 0.45099], [-5.24887, -1.13904, 1.05426], [-4.15379, -0.55543, -0.20336], [-3.53626, -1.56123, 1.11551], [-4.85995, -3.48337, 0.29479], [-5.55538, -2.49162, -0.97579], [-3.46948, -2.19659, -2.09134], [-3.77031, -3.92913, -1.85672], [-2.98170, -4.16541, 0.84323], [-2.01720, -5.13671, -0.27931], [0.05268, -4.14031, 0.63253], [-1.84991, -4.81656, 2.91977], [-0.08811, -4.86090, 2.97614], [-0.96685, -6.00052, 1.95495]],
  "forces_ev_per_a": [[0.085, 0.128, -0.184], [-0.251, -0.165, 0.015], [0.014, -0.005, -0.073], [0.219, 0.155, 0.126], [-0.064, -0.056, -0.037], [0.136, 0.251, -0.161], [-0.005, -0.032, -0.072], [0.002, -0.441, -0.112], [-0.503, 0.017, 0.090], [0.262, 0.447, 0.536], [0.299, -0.286, -0.269], [-0.222, -0.272, -0.181], [-0.066, -0.089, -0.034], [-0.109, -0.005, 0.191], [-0.494, -0.429, -0.198], [0.104, 0.166, 0.283], [0.040, -0.172, -0.359], [0.341, 0.178, 0.019], [-0.070, 0.022, 0.082], [-0.016, 0.042, 0.115], [0.039, -0.002, 0.056], [0.037, -0.099, -0.240], [-0.157, 0.016, 0.166], [-0.021, 0.002, 0.029], [0.068, 0.052, 0.074], [-0.052, 0.060, -0.052], [0.097, -0.015, -0.029], [0.092, 0.017, 0.017], [0.094, 0.056, -0.041], [0.032, -0.044, -0.099], [-0.070, -0.071, -0.082], [-0.074, 0.022, 0.146], [0.017, 0.093, -0.041], [0.551, 0.142, 0.231], [-0.240, -0.068, 0.068], [-0.130, -0.169, 0.186], [-0.011, 0.319, -0.045], [0.225, 0.318, -0.247], [0.083, 0.076, 0.025], [0.049, 0.203, 0.024], [-0.014, -0.377, 0.387], [0.177, 0.096, -0.395], [-0.202, 0.162, 0.150], [0.042, -0.107, -0.028], [-0.086, 0.050, 0.167], [0.098, 0.146, -0.384], [-0.077, -0.055, 0.343], [0.048, 0.095, -0.318], [-0.078, -0.052, 0.335], [0.018, 0.082, -0.403], [0.049, -0.068, 0.060], [0.031, -0.039, 0.092], [0.042, 0.052, -0.074], [0.039, 0.072, -0.056], [-0.046, 0.025, 0.079], [-0.045, 0.025, 0.078], [-0.022, 0.006, -0.095], [-0.045, 0.009, -0.089], [0.028, -0.085, 0.056], [-0.025, -0.076, 0.087], [-0.046, -0.007, 0.117], [-0.107, -0.334, -0.287], [0.125, 0.256, 0.095], [-0.033, -0.017, -0.016], [-0.124, 0.061, -0.009], [0.060, -0.008, -0.059], [0.024, -0.049, 0.055], [-0.197, -0.067, 0.076], [0.233, 0.070, -0.051], [-0.159, -0.261, -0.088], [-0.041, 0.098, 0.078], [0.060, 0.160, -0.022], [0.126, 0.066, 0.116], [-0.078, -0.039, -0.048], [-0.022, -0.086, 0.015], [-0.051, -0.044, -0.070], [0.073, 0.085, -0.052], [-0.028, -0.071, 0.007], [-0.086, -0.003, 0.020], [0.050, 0.091, -0.034], [-0.091, -0.019, 0.097], [0.053, -0.062, 0.111], [0.000, -0.142, 0.041]]
}

---

Which formula does entry 2 have? C31H44N4O4